Record 1
This record from the OMol25 dataset describes a 16-piece molecular cluster, C60H162N10O26 overall in a non-equilibrium geometry. The level of theory is ωB97M-V/def2-TZVPD.

```
258
C60H162N10O26 | the OMol25 dataset | ωB97M-V/def2-TZVPD
O 2.79505 27.69148 17.54373
H 1.88554 27.56123 17.81216
H 2.73434 28.12833 16.69419
O 4.73698 21.26793 14.65313
H 5.68184 21.36874 14.76846
H 4.64414 20.49229 14.09997
O 6.52788 30.93013 11.55345
H 7.27923 31.41419 11.21081
H 6.71309 30.01595 11.33857
O 10.57993 27.74636 17.34948
H 10.24714 27.25360 16.59936
H 9.79625 27.99813 17.83802
O 3.09742 30.26598 14.09030
H 2.51730 31.02418 14.02104
H 3.89046 30.52702 13.62213
O 7.03327 27.25518 1.49268
H 6.80463 27.59139 0.62613
H 6.29999 27.51304 2.05131
C 12.57365 17.09616 10.37662
O 11.95327 16.30863 9.31264
C 12.99464 15.65237 8.51359
C 12.36555 14.81439 7.40196
N 11.31373 15.52402 6.64826
C 11.81919 16.55679 5.80888
C 12.34062 16.08816 4.41543
O 12.96090 17.11984 3.64558
C 13.57214 16.70781 2.45349
H 13.07447 16.40678 11.05634
H 11.69572 17.41590 10.93796
H 13.26705 17.90168 10.13490
H 13.54350 14.93659 9.12557
H 13.72649 16.34142 8.09203
H 11.98791 13.90911 7.87731
H 12.99957 14.37480 6.63197
H 10.49093 15.80824 7.16042
H 12.57215 17.16612 6.30873
H 11.11930 17.38407 5.69115
H 11.67036 15.51232 3.77727
H 13.09572 15.32594 4.60761
H 14.37097 15.99017 2.64046
H 13.97020 17.46629 1.77943
H 12.87565 16.21705 1.77367
C -2.96284 28.27709 -4.83995
O -1.58119 28.56412 -4.98219
C -0.78431 27.38707 -4.86833
C 0.59772 27.80014 -4.31460
N 0.77731 28.23332 -2.93472
C 0.35083 27.14969 -2.01947
C 1.36948 26.03752 -1.81921
O 0.99255 25.09993 -0.81753
C 1.22262 25.59337 0.56288
H -3.30731 27.60471 -5.62568
H -3.50543 29.22093 -4.89356
H -3.18385 27.84373 -3.86453
H -0.58975 27.02624 -5.87831
H -1.33476 26.63404 -4.30436
H 1.02024 28.55146 -4.98176
H 1.21076 26.89984 -4.35622
H 0.18304 28.97795 -2.59935
H -0.64060 26.74881 -2.23032
H 0.30813 27.62976 -1.04182
H 2.33006 26.52770 -1.66075
H 1.48959 25.41436 -2.70541
H 2.25528 25.39939 0.85287
H 0.58664 25.16399 1.33700
H 0.99783 26.64811 0.72127
C 6.31807 25.19820 10.02569
O 7.06417 25.58704 11.21514
C 6.87584 24.67017 12.29424
C 7.73287 25.10268 13.58135
N 9.16949 25.06965 13.23592
C 9.74177 23.69358 13.23541
C 9.60352 22.98449 14.59486
O 8.51096 21.98716 14.51717
C 8.43708 21.20912 15.68541
H 5.41453 25.79145 9.88505
H 5.85864 24.21152 10.08490
H 6.87689 25.28227 9.09362
H 7.23888 23.70204 11.94924
H 5.83195 24.55029 12.58416
H 7.39623 24.41756 14.35941
H 7.35072 26.08768 13.84941
H 9.26362 25.47223 12.31442
H 10.78677 23.82494 12.95467
H 9.38964 23.00375 12.46843
H 9.57911 23.74400 15.37630
H 10.48087 22.35771 14.75456
H 7.49531 20.66066 15.70502
H 8.38554 21.78993 16.60633
H 9.24843 20.48992 15.79748
C 16.51881 16.38303 19.65126
O 17.84758 16.91212 20.00878
C 18.04717 17.11779 21.37623
C 19.18708 18.18177 21.75709
N 20.54777 17.61592 21.74008
C 20.84069 16.83304 20.53566
C 22.38128 16.46136 20.59619
O 23.19448 17.59813 20.54877
C 24.51274 17.31151 20.93971
H 15.72226 16.98525 20.08825
H 16.43651 15.33418 19.93628
H 16.42488 16.28534 18.56972
H 18.21077 16.22117 21.97405
H 17.15548 17.48143 21.88689
H 19.03824 18.63097 22.73902
H 19.04375 19.03957 21.10004
H 21.25395 18.33304 21.65548
H 20.71480 17.37406 19.59782
H 20.21654 15.93955 20.52078
H 22.56449 15.81481 19.73799
H 22.63757 15.79830 21.42250
H 24.56475 16.86187 21.93129
H 25.18363 18.16168 20.81637
H 24.84447 16.41117 20.42256
C 23.05075 25.41059 10.06270
O 22.31776 25.21033 11.21589
C 20.95492 25.03426 11.00780
C 20.33156 24.91703 12.44508
N 18.87713 24.95984 12.27034
C 18.18637 24.85027 13.59039
C 18.28528 23.44084 14.14520
O 18.15118 22.46788 13.11443
C 18.14148 21.11205 13.58306
H 24.11864 25.43042 10.28021
H 22.73658 26.31390 9.53979
H 22.78760 24.65822 9.31920
H 20.62662 24.14446 10.47061
H 20.56234 25.90899 10.48933
H 20.52352 25.78257 13.07919
H 20.75894 24.09459 13.01869
H 18.41063 24.39054 11.57870
H 17.16343 25.10654 13.31468
H 18.40060 25.60915 14.34292
H 17.46554 23.31233 14.85203
H 19.22308 23.38731 14.69817
H 19.05848 20.95949 14.15222
H 18.15112 20.38324 12.77260
H 17.31100 20.96879 14.27434
C 0.91248 32.79621 6.79654
O 0.24881 31.82721 5.97660
C -0.18107 30.73096 6.75991
C -0.78643 29.71985 5.79270
N -2.10033 30.26742 5.35786
C -2.77092 29.47707 4.26159
C -3.08521 27.92459 4.55163
O -4.24603 27.88122 5.40736
C -4.76634 26.56775 5.76869
H 1.25275 33.59909 6.14253
H 1.74048 32.33610 7.33579
H 0.23770 33.27144 7.50852
H -0.74788 30.91968 7.67161
H 0.69991 30.31366 7.24761
H -0.82963 28.78215 6.34673
H -0.20632 29.59002 4.87908
H -1.94152 31.21891 5.05865
H -2.22142 29.63209 3.33309
H -3.72228 29.96929 4.05981
H -2.17666 27.40404 4.85445
H -3.32286 27.46993 3.58992
H -4.13822 25.86617 6.31766
H -5.08354 25.97938 4.90771
H -5.67802 26.60033 6.36526
C 4.35882 20.71402 4.45916
O 4.39825 20.85287 5.87575
C 3.86293 19.69618 6.55984
C 2.38721 19.94550 6.82524
N 2.21403 20.72661 8.03478
C 0.83805 21.22242 8.12493
C 0.67940 22.18508 9.36179
O 1.33090 23.41025 9.07116
C 0.77890 24.56228 9.74490
H 5.05961 19.95605 4.10924
H 4.69443 21.62743 3.96807
H 3.39868 20.41101 4.04153
H 4.40007 19.46874 7.48063
H 3.96776 18.77390 5.98845
H 1.96531 18.96627 7.05154
H 1.95204 20.45092 5.96312
H 2.80271 21.54549 7.98015
H 0.17727 20.37093 8.28749
H 0.32636 21.59155 7.23610
H 1.19639 21.84979 10.26091
H -0.37331 22.25819 9.63481
H -0.29628 24.58342 9.56700
H 1.24693 25.44761 9.31451
H 0.91195 24.58180 10.82657
C 14.71190 24.24786 9.34999
O 14.25147 25.58808 9.04795
C 12.95184 25.68836 8.53407
C 12.47541 27.15872 8.26247
N 12.15521 27.92884 9.44888
C 13.35448 28.32752 10.12446
C 13.15694 29.19590 11.36748
O 12.76896 30.58204 11.21076
C 12.72350 31.40547 12.45651
H 15.73740 24.22368 9.71859
H 14.60983 23.58324 8.49212
H 14.13404 23.81791 10.16812
H 12.27799 25.10741 9.16376
H 12.96446 25.15908 7.58126
H 11.57244 27.06154 7.65973
H 13.18798 27.66667 7.61260
H 11.49729 28.67377 9.26910
H 13.99069 28.94490 9.49029
H 13.95567 27.53008 10.56121
H 14.12172 29.32935 11.85685
H 12.55532 28.70835 12.13459
H 12.21872 32.33234 12.18408
H 13.69854 31.66197 12.87074
H 12.17602 30.91881 13.26368
C 5.46097 21.38823 22.53763
O 5.83811 20.12349 23.01575
C 5.10304 19.06071 22.49705
C 5.49059 17.72479 23.11382
N 5.21809 17.60046 24.55800
C 5.55855 16.28342 25.11405
C 7.07557 16.06494 25.05317
O 7.52945 15.78865 23.69359
C 8.92431 15.56700 23.53699
H 6.07040 22.10345 23.09006
H 4.41796 21.49263 22.83653
H 5.66982 21.50044 21.47373
H 5.22518 18.98013 21.41692
H 4.05794 19.21521 22.76540
H 6.56514 17.63024 22.95734
H 4.95744 16.92914 22.59345
H 4.26137 17.89117 24.70040
H 5.22348 15.41800 24.54231
H 5.16996 16.18671 26.12782
H 7.33981 15.25307 25.73078
H 7.54556 16.98351 25.40450
H 9.33100 14.70553 24.06669
H 9.43822 16.49581 23.78455
H 9.09981 15.33627 22.48623
C 11.46647 30.46964 -3.04735
O 10.06349 30.90697 -2.96169
C 9.34682 30.72533 -1.74134
C 7.82911 30.75417 -2.13550
N 6.90627 30.63379 -0.97077
C 6.88240 31.82765 -0.05514
C 5.77935 31.58611 0.99304
O 6.02990 30.61396 2.08202
C 6.95487 31.04398 3.07194
H 11.96266 31.10118 -3.78427
H 11.63201 29.40440 -3.20853
H 11.90127 30.70571 -2.07611
H 9.64797 31.54588 -1.09010
H 9.64722 29.77819 -1.29325
H 7.80553 29.97864 -2.90108
H 7.60775 31.68881 -2.65081
H 5.98191 30.47190 -1.34420
H 6.56684 32.65654 -0.68875
H 7.85541 32.06043 0.37748
H 4.86732 31.29356 0.47273
H 5.57104 32.49811 1.55247
H 6.75867 32.01577 3.52494
H 7.92168 30.98103 2.57252
H 6.98073 30.41404 3.96112
```

**Orbital gap**: 0.3185 hartree
**Electronic energy**: -132961.910 eV
**Energy above the lowest of the compared OMol25 structures with the same formula, charge and spin**: 586.3 kJ/mol
**Net charge**: 0
**HOMO energy**: -0.30996 Ha

***

Record 2
This record from the OMol25 dataset describes C33H45MnN4O11P2SSi2 as an isolated structure in a non-equilibrium geometry. The level of theory is ωB97M-V/def2-TZVPD.

```
99
C33H45MnN4O11P2SSi2 | the OMol25 dataset | ωB97M-V/def2-TZVPD
Mn -0.23757 0.03865 -0.40943
N -0.84804 -1.89393 3.07680
C -1.57769 -0.58195 2.84231
C -2.50582 -0.23852 3.98450
P -2.40426 -0.86024 1.18823
O -2.29620 0.65162 0.59556
O -3.78608 -1.33664 1.31375
O -1.33919 -1.69769 0.49012
P -0.21364 0.65035 2.59389
O 0.65450 0.21309 3.88852
O -0.63539 2.06386 2.66195
O 0.53341 0.12947 1.36867
H -1.45759 -2.59077 3.50108
H -0.01133 -1.73526 3.64448
H -0.60902 -2.20721 2.10097
H -3.35771 -0.92084 4.00394
H -2.88864 0.77028 3.83461
H -1.97809 -0.26273 4.94023
H -3.10574 0.85351 0.08120
H 1.31355 0.91787 4.08874
C 4.24773 -0.45762 -4.58985
Si 3.28696 0.89391 -3.69999
C 2.34088 1.88542 -4.99123
C 4.43538 2.02567 -2.72239
C 2.07438 0.20598 -2.49668
C 1.26246 -0.03598 -1.62276
H 5.01622 -0.02037 -5.23044
H 3.57215 -1.03690 -5.22240
H 4.73476 -1.14502 -3.89648
H 2.98099 2.17008 -5.82855
H 1.92524 2.79566 -4.55472
H 1.50577 1.29823 -5.37821
H 5.14934 2.54332 -3.36583
H 4.99414 1.45953 -1.97403
H 3.84452 2.77619 -2.19291
C -0.27458 1.63954 6.73716
C -0.56296 2.55412 5.55455
S 1.00211 3.10656 4.87078
O 1.73938 3.80665 5.88688
O 1.64511 1.96772 4.23882
C 0.50917 4.29303 3.60766
C 1.69308 4.71794 2.73212
N 2.00942 3.70250 1.74433
C 1.20862 3.37696 0.70024
N 1.62645 2.28795 0.08909
C 2.75358 1.89089 0.72536
C 3.02014 2.75208 1.74818
N 4.12610 2.70674 2.64036
O 4.73852 1.65782 2.69399
O 4.40328 3.70754 3.28519
C -0.02126 4.11927 0.31785
H -1.19408 1.40162 7.26832
H 0.41035 2.13057 7.42790
H 0.18788 0.71252 6.39983
H -1.08796 3.46331 5.84921
H -1.08899 2.05633 4.73871
H 0.11388 5.14537 4.15867
H -0.26824 3.79268 3.02866
H 2.57096 4.90781 3.34187
H 1.42972 5.63531 2.20723
H 3.31169 1.02333 0.41589
H 0.14973 5.19514 0.26337
H -0.81940 3.92202 1.03705
H -0.33606 3.75027 -0.65554
O -1.35849 0.00339 -1.81781
Si -2.47779 -0.36839 -2.91679
C -4.16259 -0.06363 -2.11487
C -5.06313 -1.08641 -1.82575
C -6.24967 -0.82516 -1.15424
C -6.55498 0.46423 -0.74925
C -5.67126 1.49986 -1.02472
C -4.49307 1.23542 -1.70946
C -2.27021 0.85825 -4.33187
C -1.44466 1.96841 -4.14140
C -1.29182 2.92125 -5.13878
C -1.94609 2.76431 -6.35188
C -2.75617 1.65747 -6.56406
C -2.92167 0.71777 -5.55741
C -2.27222 -2.14862 -3.47157
C -1.12536 -2.84093 -3.07637
C -0.92274 -4.15744 -3.46235
C -1.86711 -4.80680 -4.24514
C -3.01024 -4.13239 -4.64954
C -3.20642 -2.81318 -4.26840
H -4.82654 -2.10458 -2.11231
H -6.93266 -1.63591 -0.93382
H -7.47555 0.66569 -0.21682
H -5.90185 2.50990 -0.70850
H -3.82351 2.05566 -1.96151
H -0.90793 2.06083 -3.20387
H -0.64921 3.77862 -4.97966
H -1.81966 3.49986 -7.13651
H -3.26233 1.53408 -7.51357
H -3.56048 -0.14174 -5.73226
H -0.39051 -2.33185 -2.46493
H -0.02613 -4.68079 -3.15379
H -1.71132 -5.83605 -4.54283
H -3.74879 -4.63703 -5.26021
H -4.10361 -2.29635 -4.59476
```

**Orbital gap (spin up / spin down)**: 0.2957 / 0.3206 hartree
**Electronic energy**: -139926.956 eV
**Energy above the lowest of the compared OMol25 structures with the same formula, charge and spin**: 309.5 kJ/mol
**Net charge**: 0
**Multiplicity**: 5
**HOMO energy (spin up / spin down)**: -0.32563 / -0.32555 Ha

***

Record 3
This record from the OMol25 dataset describes C8H32B2Cl2CrMgO8S2 as an isolated structure in a non-equilibrium geometry. The level of theory is ωB97M-V/def2-TZVPD.

```
56
C8H32B2Cl2CrMgO8S2 | the OMol25 dataset | ωB97M-V/def2-TZVPD
Cr 1.62911 -14.45281 14.81420
Mg -0.29779 -15.63811 11.26499
Cl 0.66925 -16.02869 9.19218
Cl -0.56692 -14.62687 16.06793
B -1.23086 -13.70947 11.32294
H -1.08712 -14.20536 12.27039
H -1.50808 -14.41306 10.55328
H -2.01940 -12.98363 11.44783
H -0.32960 -13.16775 11.08106
B 1.12372 -15.68395 12.75005
H 0.38310 -15.32773 13.44922
H 1.16594 -15.01075 11.90787
H 2.05986 -15.64814 13.28540
H 0.95495 -16.68254 12.37779
O 2.06903 -16.20269 15.69532
S 2.27348 -17.34229 16.56478
O 3.63227 -17.88592 16.73263
O 1.55888 -17.09880 18.06388
C 1.98170 -17.89706 19.14296
C 1.43241 -17.30059 20.36146
C 1.15706 -18.67310 16.06999
H 3.03627 -18.17165 19.11914
H 1.43051 -18.83646 19.10021
H 1.35085 -18.01970 21.17654
H 0.36280 -17.09299 20.39212
H 1.96844 -16.40391 20.67249
H 0.11878 -18.36854 16.20158
H 1.40336 -19.59652 16.59416
H 1.22644 -18.85872 14.99816
O 7.09974 -18.02288 10.68233
S 5.80587 -17.97949 10.05546
O 5.60752 -18.77783 8.89909
O 4.66440 -18.28646 11.18105
C 3.32909 -18.57217 10.72862
C 2.73302 -19.71473 11.45828
C 5.39968 -16.23292 9.80548
H 3.24035 -18.69432 9.64912
H 2.63695 -17.74983 10.90969
H 1.79287 -19.90732 10.94144
H 2.53196 -19.32908 12.45776
H 3.30903 -20.63783 11.52302
H 5.04356 -15.71575 10.69645
H 4.55948 -16.30572 9.11492
H 6.30796 -15.82271 9.36404
C 4.84958 -15.21721 14.68696
O 3.83856 -14.36558 14.18193
H 5.48701 -15.74668 13.97882
H 5.58645 -14.60034 15.20135
H 4.48167 -15.92208 15.43255
H 4.33127 -13.69198 13.70749
C 3.78931 -12.63623 10.81034
O 4.86043 -12.96818 11.67986
H 4.01388 -12.69127 9.74514
H 2.96590 -13.31791 11.02345
H 3.45149 -11.60359 10.89771
H 5.71821 -12.65703 11.38152
```

**Orbital gap (spin up / spin down)**: 0.1792 / 0.2820 hartree
**Electronic energy**: -107126.966 eV
**Net charge**: -1
**Multiplicity**: 6
**HOMO energy (spin up / spin down)**: -0.10392 / -0.20725 Ha